1.
Computed, not measured: a molecular structure, C28H18Cl3N10O3SeV, with ωB97M-V/def2-TZVPD.

Geometry (Å):
1 V 0.68 -0.16 -0.48
2 C 0.41 -2.70 4.52
3 C 0.84 -3.18 3.29
4 C 1.02 -2.31 2.23
5 C 0.80 -0.94 2.41
6 C 0.37 -0.46 3.66
7 C 0.17 -1.34 4.70
8 N 0.97 -0.04 1.36
9 C 1.55 1.19 1.67
10 C 2.53 1.32 2.67
11 C 3.16 2.53 2.84
12 C 2.83 3.62 2.03
13 C 1.88 3.50 1.02
14 C 1.25 2.28 0.85
15 N 0.28 2.03 -0.18
16 N -0.34 3.06 -0.49
17 C -1.29 3.11 -1.53
18 C -1.95 4.33 -1.60
19 C -2.89 4.51 -2.61
20 C -3.09 3.47 -3.49
21 C -2.36 2.29 -3.34
22 N -1.48 2.10 -2.37
23 H 0.26 -3.39 5.34
24 H 1.05 -4.23 3.16
25 H 1.40 -2.67 1.29
26 H 0.14 0.59 3.78
27 H -0.17 -0.97 5.66
28 H 2.83 0.46 3.26
29 H 3.93 2.64 3.59
30 H 3.34 4.56 2.16
31 H 1.64 4.33 0.37
32 H -1.72 5.11 -0.88
33 H -3.44 5.44 -2.70
34 H -3.80 3.56 -4.31
35 H -2.50 1.47 -4.04
36 Cl 3.21 1.14 -4.50
37 C 2.64 0.20 -3.16
38 Cl 3.08 -1.49 -3.29
39 Cl 0.82 0.36 -3.07
40 C 3.14 0.76 -1.81
41 O 4.08 1.47 -1.71
42 O 2.39 0.37 -0.76
43 N -0.67 -3.69 -1.26
44 C 0.55 -3.16 -1.01
45 O 0.60 -1.85 -0.78
46 C 1.71 -3.88 -0.91
47 C 1.67 -5.28 -1.15
48 N 1.56 -6.42 -1.31
49 C 2.91 -3.22 -0.51
50 N 3.87 -2.67 -0.21
51 H -1.40 -3.09 -1.59
52 H -0.72 -4.66 -1.51
53 Se -3.27 -0.48 2.76
54 N -4.37 -1.05 1.51
55 C -3.72 -0.97 0.37
56 C -4.26 -1.30 -0.90
57 C -3.46 -1.11 -1.98
58 C -2.14 -0.63 -1.82
59 N -1.57 -0.33 -0.67
60 C -2.37 -0.47 0.45
61 N -1.95 -0.13 1.64
62 H -5.28 -1.67 -0.98
63 H -3.80 -1.33 -2.99
64 H -1.52 -0.54 -2.70

Summary:
HOMO-LUMO gap (spin up / spin down): 0.200 / 0.200 hartree
charge: +2
LUMO (spin up / spin down): -8.7 / -8.7 eV

Atomic partial charges in e from the natural (NBO) method, atoms 1 to 2: number 1, V, carries 1.424; number 2, C, carries -0.123

=====

2.
Computed, not measured: 2 unconnected molecules or ions with the total composition C12H26FINO3PS in a non-equilibrium geometry, with ωB97M-V/def2-TZVPD.

Geometry (Å):
1 N 1.50 -1.38 2.65
2 C 1.97 -0.87 1.35
3 C 1.89 0.66 1.23
4 C 0.77 1.27 0.36
5 C -0.56 0.51 0.30
6 C -1.26 0.42 1.65
7 C -2.56 -0.45 1.66
8 I -2.53 -1.78 3.39
9 C -3.83 0.40 1.71
10 C -4.06 1.22 2.97
11 F -4.96 0.58 3.82
12 O -2.65 -1.19 0.43
13 C -2.93 -2.52 0.42
14 O -4.03 -2.98 0.39
15 P -1.44 -3.62 0.21
16 S -0.46 -3.37 -1.44
17 H 2.15 -2.05 3.04
18 H 0.60 -1.82 2.60
19 H 1.45 -1.35 0.52
20 H 3.02 -1.16 1.25
21 H 2.84 1.00 0.80
22 H 1.88 1.07 2.25
23 H 1.14 1.37 -0.66
24 H 0.56 2.28 0.74
25 H -1.21 1.06 -0.39
26 H -0.41 -0.46 -0.17
27 H -1.58 1.43 1.93
28 H -0.57 0.10 2.43
29 H -4.69 -0.27 1.55
30 H -3.77 1.06 0.84
31 H -4.48 2.20 2.71
32 H -3.13 1.39 3.52
33 H -2.02 -4.87 0.42
34 H -0.71 -3.39 1.39
35 C 2.20 2.24 -4.48
36 C 2.73 1.43 -3.31
37 C 3.97 0.63 -3.69
38 O 1.72 0.57 -2.78
39 H 1.91 1.58 -5.30
40 H 1.31 2.81 -4.18
41 H 2.95 2.94 -4.85
42 H 2.97 2.10 -2.48
43 H 3.73 -0.08 -4.49
44 H 4.33 0.06 -2.83
45 H 4.77 1.28 -4.04
46 H 1.46 -0.06 -3.47

Summary:
HOMO-LUMO gap: 0.327 hartree
LUMO: -0.2 eV

Atomic partial charges in e from the natural (NBO) method, atoms 1 to 2: number 1, N, carries -0.858; number 2, C, carries -0.234

=====

3.
Computed, not measured: a single C8H8O2 molecule in a non-equilibrium geometry, with ωB97M-V/def2-TZVPD.

Geometry (Å):
1 C 0.74 -1.27 -2.08
2 C 0.28 -1.04 -0.71
3 C 0.37 -1.52 0.51
4 C -0.39 -0.36 1.15
5 C -1.68 -0.19 0.45
6 C -0.50 0.21 -0.35
7 C 0.09 1.51 0.21
8 O 0.29 2.67 -0.52
9 C 0.31 1.02 1.43
10 O 0.75 1.50 2.66
11 H 1.21 -2.19 -2.19
12 H -0.11 -1.19 -2.72
13 H 1.41 -0.58 -2.45
14 H 0.48 -2.42 0.91
15 H -2.19 -1.10 0.23
16 H -2.33 0.56 0.63
17 H 1.20 2.99 -0.45
18 H 0.09 1.40 3.28

Summary:
HOMO-LUMO gap: 0.336 hartree
LUMO: 0.7 eV

Atomic partial charges in e from the natural (NBO) method, atoms 1 to 2: number 1, C, carries -0.645; number 2, C, carries 0.073

=====

4.
Computed, not measured: a single C6H9NO molecule in a non-equilibrium geometry, with ωB97M-V/def2-TZVPD.

Geometry (Å):
1 C -2.19 -0.51 0.02
2 C -0.74 1.55 0.36
3 C 0.29 -0.69 -0.29
4 C -0.82 0.10 0.02
5 C 2.91 0.05 0.18
6 O 0.08 -2.04 -0.45
7 N 0.94 0.09 -1.44
8 C 1.73 -0.05 -0.44
9 H 0.89 -2.55 -0.33
10 H -2.38 -0.98 0.99
11 H -2.28 -1.29 -0.74
12 H -2.96 0.24 -0.17
13 H -1.22 1.71 1.33
14 H 0.28 1.91 0.42
15 H -1.28 2.14 -0.38
16 H 2.99 -0.17 1.24
17 H 3.76 0.48 -0.33

Summary:
HOMO-LUMO gap (spin up / spin down): 0.265 / 0.265 hartree
LUMO (spin up / spin down): -0.4 / -0.4 eV

Atomic partial charges in e from the natural (NBO) method, atoms 1 to 2: number 1, C, carries -0.688; number 2, C, carries -0.667

=====

| no. | E (eV) |
| --- | --- |
| 1 | -178955.649 |
| 2 | -51439.572 |
| 3 | -12514.753 |
| 4 | -9901.388 |